{
  "formula": "C11H9NS2",
  "method": "wB97M-V/def2-TZVPD",
  "homo_energy_ha": [-0.2694, -0.3156],
  "relative_energy_kj_mol": 277.2,
  "homo_lumo_gap_ha": [0.280, 0.255],
  "charge": 0,
  "symbols": ["C", "C", "C", "C", "C", "C", "C", "C", "C", "C", "C", "N", "S", "S", "H", "H", "H", "H", "H", "H", "H", "H", "H"],
  "positions_angstrom": [[0.50359, 1.86262, -0.68413], [-3.34776, 0.12093, -0.89730], [2.92916, -2.09712, -0.12349], [-2.13558, 0.81807, -0.91204], [1.59878, -1.68734, -0.26444], [-3.20262, -1.18665, -0.53625], [3.79903, -1.05239, -0.00638], [-1.04395, 0.03733, -0.56460], [1.45263, -0.31057, -0.26740], [-0.38479, 1.79860, 2.23222], [0.29870, 0.48857, -0.46290], [0.68995, 2.97501, -0.91220], [-1.56800, -1.59177, -0.21155], [3.01157, 0.46896, -0.07593], [-4.29657, 0.56425, -1.14156], [3.23519, -3.12819, -0.12052], [-2.04057, 1.85752, -1.17269], [0.78090, -2.37038, -0.39004], [-3.95520, -1.94537, -0.44775], [4.86354, -1.09000, 0.11526], [0.58389, 1.58371, 2.62791], [-0.57405, 2.75245, 1.78897], [-1.19784, 1.13174, 2.42682]],
  "atomic_forces_ev_per_a": [[0.09, 0.45, -0.21], [-0.23, -0.27, 0.06], [0.30, -0.01, 0.07], [0.36, -0.03, 0.01], [-0.20, 0.29, 0.00], [0.27, -0.01, 0.03], [-0.17, 0.29, 0.00], [-0.38, -0.41, 0.03], [0.54, 0.09, 0.02], [-0.06, 0.01, 0.12], [-0.18, -0.37, 0.10], [0.02, 0.30, -0.02], [-0.15, 0.49, -0.09], [-0.25, -0.56, -0.04], [-0.15, 0.06, -0.04], [0.08, -0.15, 0.03], [0.05, 0.17, -0.01], [-0.07, -0.14, -0.05], [-0.19, -0.10, 0.00], [0.21, -0.05, 0.02], [0.37, -0.10, 0.12], [-0.05, 0.29, -0.19], [-0.25, -0.25, 0.03]]
}